# 1
{"formula": "C6H13NO", "method": "ωB97M-V with the def2-TZVPD basis set", "elements": ["C", "C", "C", "C", "C", "C", "N", "H", "H", "H", "H", "H", "H", "H", "H", "H", "H", "H", "H", "H", "O"], "coordinates": [[1.2385, -1.8179, -1.5369], [0.9423, -1.2317, -0.1571], [0.0379, 0.0384, -0.1245], [0.7971, 1.3045, -0.4354], [0.9396, 1.8456, -1.6434], [1.6065, 2.9298, 1.2035], [1.5101, 1.7819, 0.6879], [2.3142, -2.0951, -1.6022], [0.6656, -2.7949, -1.5229], [1.0024, -1.1314, -2.3312], [0.5059, -2.0676, 0.5040], [1.8019, -0.9103, 0.3457], [-0.8113, 0.0617, -0.8096], [-0.4941, 0.0536, 0.8891], [1.5001, 2.7554, -1.7855], [0.7816, 1.4888, -2.6592], [2.2426, 3.0021, 2.1322], [1.2361, 3.8883, 0.7746], [-5.8232, -2.3177, 3.4456], [-5.7279, -2.1267, 2.0015], [-6.2661, -2.6568, 2.6237]], "atomic_forces_ev_per_a": [[0.35, -1.68, 1.18], [-1.62, -0.91, 0.39], [-1.64, 0.24, 0.82], [0.67, -2.00, 4.94], [1.92, 1.67, -3.39], [1.60, 0.13, 1.04], [-2.13, 0.63, -2.20], [-0.71, 0.22, -0.09], [0.55, 1.27, -1.00], [-0.29, -0.12, -0.50], [0.36, 1.58, -0.90], [1.59, 0.25, 0.76], [0.12, -0.65, -0.39], [1.17, 0.48, -1.08], [0.23, 0.44, 0.62], [-1.11, -0.75, 0.57], [-0.52, 0.08, -1.13], [-0.52, -0.88, 0.36], [-0.98, -0.82, -0.59], [-0.69, -0.58, -0.17], [1.66, 1.40, 0.77]], "nbo_charge": [-0.63, -0.38, -0.47, 0.25, -0.13, 0.05, -0.25, 0.23, 0.24, 0.20, 0.24, 0.21, 0.24, 0.27, 0.21, 0.25, 0.24, 0.22, 0.46, 0.46, -0.92], "relative_energy_kcal_mol": 68.0, "total_charge": 1, "e_homo_ev": [-13.24, -13.24], "spin_multiplicity": 2, "gap_ha": [0.308, 0.175]}

***

# 2
{"formula": "C33H31Cl2N7O3S2Ti", "method": "ωB97M-V with the def2-TZVPD basis set", "elements": ["Ti", "S", "C", "C", "C", "C", "C", "C", "N", "C", "C", "C", "C", "C", "C", "C", "H", "H", "H", "H", "H", "H", "H", "H", "N", "N", "C", "N", "S", "H", "H", "H", "H", "H", "N", "C", "N", "C", "C", "O", "C", "C", "H", "H", "H", "H", "H", "H", "H", "H", "Cl", "C", "C", "C", "C", "C", "Cl", "C", "N", "C", "C", "C", "C", "C", "C", "C", "C", "O", "O", "H", "H", "H", "H", "H", "H", "H", "H", "H", "H"], "coordinates": [[0.3999, 0.0776, -0.0545], [3.8046, -1.3109, 2.4515], [4.5175, -1.1189, 0.8816], [5.7685, -1.5186, 0.4288], [6.1098, -1.2536, -0.8860], [5.2133, -0.5992, -1.7370], [3.9675, -0.2034, -1.2849], [3.6180, -0.4648, 0.0387], [2.4064, -0.1280, 0.6201], [2.3734, -0.4858, 1.8926], [1.2427, -0.1208, 2.7141], [1.2466, -0.3146, 4.1087], [0.2281, 0.2015, 4.8698], [-0.7984, 0.9262, 4.2448], [-0.8044, 1.0762, 2.8742], [0.1912, 0.5369, 2.0347], [6.4645, -2.0232, 1.0867], [7.0807, -1.5574, -1.2549], [5.4931, -0.3991, -2.7637], [3.2626, 0.2937, -1.9412], [2.0569, -0.8488, 4.5973], [0.2261, 0.0634, 5.9438], [-1.5938, 1.3493, 4.8486], [-1.6366, 1.6172, 2.4271], [-1.7760, 0.1571, -0.9015], [-2.7358, -0.8562, -0.8297], [-2.5636, -1.9551, -0.0366], [-3.5373, -2.8840, -0.2159], [-1.3529, -2.1492, 1.0630], [-2.1947, 1.0352, -0.6320], [-1.4239, 0.2232, -1.8545], [-3.3629, -0.9134, -1.6147], [-4.2435, -2.7891, -0.9249], [-3.4266, -3.7698, 0.2404], [0.5703, 2.1559, -0.4630], [1.2390, 3.0153, -0.8625], [2.0567, 3.9769, -1.2091], [1.8254, 4.8261, -2.3776], [1.4934, 6.2307, -1.9039], [2.5039, 6.7173, -1.0398], [2.6112, 5.9255, 0.1329], [3.0109, 4.5050, -0.2195], [1.0242, 4.3908, -2.9723], [2.7393, 4.8344, -2.9771], [0.5256, 6.2293, -1.3841], [1.4363, 6.9216, -2.7445], [1.6540, 5.9242, 0.6700], [3.3636, 6.3969, 0.7634], [3.0070, 3.8458, 0.6465], [4.0066, 4.4861, -0.6691], [-2.2304, -0.1954, -4.3387], [-0.9341, 0.8462, -4.8790], [-1.0991, 2.1950, -4.6230], [-0.1431, 3.1161, -5.0078], [0.9932, 2.6548, -5.6538], [1.1493, 1.3081, -5.8966], [2.6119, 0.7875, -6.6933], [0.2012, 0.3316, -5.5306], [0.4576, -0.9775, -5.8581], [-0.0791, -2.1831, -5.3043], [-1.0850, -2.8502, -5.9932], [-1.6143, -4.0243, -5.4928], [-1.1293, -4.5384, -4.2957], [-0.1033, -3.8951, -3.6267], [0.4516, -2.7178, -4.1263], [1.5850, -2.0525, -3.3792], [1.0350, -1.2247, -2.2359], [0.8497, -1.7623, -1.1151], [0.7542, -0.0059, -2.4096], [-2.0087, 2.5121, -4.1299], [-0.2880, 4.1720, -4.8247], [1.7716, 3.3320, -5.9795], [1.3097, -1.0963, -6.3798], [-1.4575, -2.4128, -6.9107], [-2.4022, -4.5371, -6.0291], [-1.5419, -5.4536, -3.8900], [0.2797, -4.2977, -2.6967], [2.1579, -1.4056, -4.0399], [2.2445, -2.8122, -2.9619]], "atomic_forces_ev_per_a": [[-1.02, -0.25, -0.44], [0.01, 0.03, 0.12], [0.07, -0.04, 0.00], [0.07, -0.01, -0.01], [-0.03, 0.01, -0.01], [-0.03, 0.00, 0.05], [0.08, -0.01, -0.11], [-0.21, 0.08, -0.22], [0.59, -0.41, 0.51], [0.09, 0.19, -0.21], [-0.13, 0.16, 0.48], [0.21, -0.07, -0.13], [-0.20, 0.11, 0.05], [0.15, -0.11, 0.16], [-0.03, -0.04, -0.22], [0.08, 0.00, 0.48], [-0.02, 0.00, 0.00], [0.00, 0.00, -0.01], [0.03, -0.02, 0.01], [-0.02, 0.02, 0.04], [0.00, -0.01, -0.04], [-0.01, 0.00, -0.01], [0.00, 0.02, -0.01], [0.00, -0.02, 0.00], [0.16, -0.10, -0.07], [0.06, -0.03, 0.10], [-0.14, -0.01, -0.25], [0.01, 0.07, -0.02], [0.16, 0.10, 0.02], [-0.07, 0.17, 0.06], [0.02, 0.04, -0.09], [-0.08, -0.06, -0.06], [0.01, -0.02, 0.01], [0.02, 0.01, 0.05], [0.14, 0.39, -0.15], [-0.11, 0.10, 0.01], [0.11, -0.04, 0.13], [0.00, -0.08, 0.02], [0.00, 0.01, -0.02], [-0.01, 0.02, 0.01], [0.02, 0.04, 0.01], [-0.04, -0.10, -0.14], [0.02, 0.04, 0.03], [0.00, 0.04, -0.01], [0.00, -0.01, 0.00], [0.02, -0.01, 0.00], [0.00, -0.02, 0.00], [0.01, -0.01, -0.01], [-0.01, 0.04, 0.04], [0.00, 0.05, 0.01], [0.08, -0.09, -0.10], [0.05, -0.14, -0.02], [-0.07, 0.02, 0.02], [0.04, -0.09, -0.07], [0.03, 0.09, -0.01], [0.00, -0.01, -0.01], [0.02, 0.04, 0.00], [0.02, 0.01, 0.17], [-0.20, 0.04, -0.13], [0.03, 0.03, 0.23], [0.02, 0.10, 0.01], [-0.03, -0.07, 0.05], [-0.05, -0.04, -0.02], [0.01, 0.06, -0.01], [0.01, 0.07, -0.06], [-0.10, -0.08, -0.08], [-0.16, 0.25, 0.27], [0.26, -0.48, -0.18], [0.07, 0.06, -0.20], [0.03, 0.00, 0.01], [-0.03, -0.01, -0.04], [-0.02, 0.01, 0.02], [0.05, -0.01, 0.00], [0.00, -0.02, -0.01], [0.00, 0.00, 0.00], [0.00, 0.00, -0.01], [0.01, 0.01, 0.00], [0.00, 0.05, -0.01], [-0.02, -0.02, 0.01]], "lowdin_spin": [1.57, 0.03, 0.00, 0.00, 0.00, 0.00, 0.00, 0.00, 0.03, 0.08, 0.02, 0.01, 0.01, 0.01, 0.00, 0.03, 0.00, 0.00, 0.00, 0.00, 0.00, 0.00, 0.00, 0.00, 0.02, 0.00, 0.00, 0.00, 0.01, 0.00, 0.00, 0.00, 0.00, 0.00, 0.02, 0.05, 0.01, 0.00, 0.00, 0.00, 0.00, 0.00, 0.00, 0.00, 0.00, 0.00, 0.00, 0.00, 0.00, 0.00, 0.00, 0.00, 0.00, 0.00, 0.00, 0.00, 0.00, 0.00, 0.00, 0.00, 0.00, 0.00, 0.00, 0.00, 0.00, 0.00, 0.02, 0.01, 0.01, 0.00, 0.00, 0.00, 0.00, 0.00, 0.00, 0.00, 0.00, 0.00, 0.00], "total_charge": 0, "e_homo_ev": [-4.84, -7.35], "spin_multiplicity": 3, "gap_ha": [0.187, 0.279]}

***

# 3
{"formula": "C18H20FN3O5S", "method": "ωB97M-V with the def2-TZVPD basis set", "elements": ["C", "H", "O", "C", "C", "C", "C", "C", "C", "N", "S", "O", "O", "C", "C", "C", "C", "C", "C", "H", "H", "F", "H", "H", "H", "H", "N", "C", "O", "C", "H", "H", "C", "N", "C", "O", "C", "H", "H", "H", "H", "H", "H", "H", "H", "H", "H", "H"], "coordinates": [[0.6838, -0.0663, -4.5152], [0.6379, 0.9554, -4.9034], [-0.2804, -0.2800, -3.5118], [-0.2109, 0.4903, -2.3763], [0.7581, 1.4425, -2.1025], [0.7627, 2.1178, -0.8921], [-0.2229, 1.8688, 0.0549], [-1.2229, 0.9403, -0.2296], [-1.2114, 0.2457, -1.4211], [-2.1555, -0.7812, -1.6181], [-1.7723, -2.1804, -0.7718], [-1.6407, -1.8420, 0.6147], [-2.7181, -3.1813, -1.1546], [-0.1539, -2.5851, -1.4251], [0.9564, -1.9587, -0.8914], [2.1941, -2.1529, -1.4809], [2.2732, -2.9741, -2.5934], [1.1661, -3.6134, -3.1284], [-0.0656, -3.4043, -2.5337], [-0.9624, -3.8704, -2.9096], [1.2787, -4.2479, -3.9930], [3.4700, -3.1527, -3.1827], [3.0818, -1.6744, -1.0990], [0.8419, -1.3306, -0.0229], [-2.2979, -1.0028, -2.5942], [-1.9977, 0.7250, 0.4880], [-0.2505, 2.4926, 1.3021], [0.8210, 2.9166, 2.0220], [1.9576, 2.9782, 1.6048], [0.4472, 3.2762, 3.4525], [1.1158, 4.0659, 3.7973], [-0.5840, 3.6191, 3.5072], [0.6484, 2.0683, 4.3776], [-0.1059, 0.8757, 4.0192], [-1.4107, 0.8100, 3.6673], [-2.0738, 1.7967, 3.3923], [-1.9616, -0.5891, 3.5803], [-1.5246, -1.2444, 4.3287], [-3.0398, -0.5518, 3.7097], [-1.7610, -1.0015, 2.5898], [0.3552, 0.0021, 4.2165], [0.3802, 2.3719, 5.3984], [1.7052, 1.7917, 4.3649], [-1.1234, 2.3928, 1.8157], [1.5430, 2.8275, -0.6755], [1.5373, 1.6550, -2.8165], [1.6938, -0.2738, -4.1493], [0.4384, -0.7669, -5.3116]], "atomic_forces_ev_per_a": [[0.16, 0.01, -0.19], [0.01, -0.02, 0.02], [-0.25, 0.22, 0.51], [-0.19, -0.09, -0.08], [-0.11, -0.19, -0.23], [-0.04, 0.04, 0.14], [0.18, -0.25, -0.37], [0.25, 0.23, -0.15], [0.48, 0.63, -0.10], [-0.23, -0.70, 0.42], [0.15, -0.26, -0.23], [0.21, 0.15, -0.23], [0.06, 0.04, -0.37], [-0.65, 0.09, 0.41], [0.09, -0.07, 0.07], [0.05, -0.10, -0.16], [-0.14, 0.07, 0.08], [0.11, 0.07, 0.03], [0.02, -0.10, -0.04], [-0.06, -0.11, -0.12], [0.02, -0.07, -0.07], [-0.09, 0.00, 0.05], [0.10, 0.03, 0.03], [0.07, 0.12, 0.11], [-0.06, -0.14, -0.15], [-0.12, -0.02, 0.12], [-0.43, 0.11, 0.07], [-0.36, 0.20, 0.40], [0.37, -0.05, -0.10], [0.14, -0.11, -0.01], [-0.01, -0.03, -0.08], [0.10, 0.02, 0.04], [-0.15, 0.36, 0.09], [0.34, -0.18, 0.05], [0.22, -0.52, 0.13], [-0.37, 0.33, -0.01], [-0.15, 0.04, -0.11], [0.03, -0.09, 0.06], [-0.01, 0.02, 0.03], [0.02, 0.03, 0.07], [-0.13, 0.04, -0.03], [0.11, -0.02, -0.12], [-0.10, 0.02, 0.05], [0.20, 0.10, 0.04], [0.02, 0.05, 0.01], [0.07, -0.01, -0.10], [-0.03, 0.01, 0.00], [0.07, 0.06, 0.01]], "nbo_charge": [-0.25, 0.18, -0.52, 0.25, -0.29, -0.22, 0.21, -0.26, 0.14, -0.85, 2.32, -0.95, -0.93, -0.36, -0.17, -0.28, 0.41, -0.29, -0.15, 0.24, 0.24, -0.32, 0.24, 0.25, 0.41, 0.24, -0.65, 0.68, -0.62, -0.51, 0.24, 0.24, -0.20, -0.62, 0.70, -0.67, -0.73, 0.21, 0.24, 0.28, 0.40, 0.20, 0.21, 0.43, 0.25, 0.22, 0.18, 0.20], "relative_energy_kcal_mol": 0.0, "total_charge": 0, "smiles": "COc1ccc(NC(=O)CCNC(C)=O)cc1NS(=O)(=O)c1ccc(F)cc1", "e_homo_ev": -8.18, "gap_ha": 0.321}

***

# 4
{"formula": "C2H3IN2", "method": "ωB97M-V with the def2-TZVPD basis set", "elements": ["C", "C", "N", "N", "I", "H", "H", "H"], "coordinates": [[-0.0434, -0.5397, -0.1489], [-1.2286, 0.3716, 0.0660], [0.7290, -1.4090, -0.6050], [1.3271, -0.5568, 0.4316], [3.4013, 0.5030, -0.0833], [-0.8328, 1.3702, -0.3497], [-1.2486, 0.3857, 1.1528], [-2.1040, -0.1252, -0.4635]], "atomic_forces_ev_per_a": [[2.33, 1.99, 0.78], [1.44, -1.19, -1.72], [-0.54, -0.58, -0.51], [-1.37, -0.58, 0.29], [-0.82, 0.09, -0.30], [-1.12, -1.38, 0.58], [-0.72, 0.38, 0.03], [0.81, 1.27, 0.85]], "nbo_charge": [0.39, -0.68, -0.18, -0.29, -0.03, 0.28, 0.26, 0.26], "relative_energy_kcal_mol": 63.7, "total_charge": 0, "smiles": "CC1=NN1I", "e_homo_ev": [-8.65, -8.81], "gap_ha": [0.296, 0.282]}

***

# 5
{"formula": "C5H12O2", "method": "ωB97M-V with the def2-TZVPD basis set", "elements": ["C", "C", "C", "O", "C", "C", "H", "H", "H", "H", "H", "H", "H", "H", "H", "H", "H", "H", "O"], "coordinates": [[0.7309, 0.2671, -2.9240], [0.1380, -0.4572, -1.7718], [0.5297, 0.3214, 1.6308], [-0.1476, -0.5534, 2.6421], [1.0209, -0.6890, 0.6609], [1.1472, -0.2660, -0.6125], [1.7353, -0.2363, -3.1391], [0.8794, 1.3509, -2.8448], [0.1400, -0.0562, -3.8682], [-0.0823, -1.4394, -2.0328], [-0.7619, -0.1922, -1.2621], [-0.2231, 1.0598, 1.2561], [1.3471, 0.9606, 1.9357], [-0.7614, -0.0146, 3.1761], [0.9658, -1.7435, 0.8985], [2.0655, 0.2904, -0.8433], [-2.1952, 1.6645, 0.2368], [-1.9650, 0.3238, 0.7386], [-2.6704, 0.9252, 0.3389]], "atomic_forces_ev_per_a": [[0.06, -1.37, -3.33], [2.72, -0.13, 2.14], [-0.03, -0.67, 1.84], [0.58, 1.80, -0.34], [-0.68, -0.44, -0.61], [0.72, -0.74, -1.33], [-1.10, 0.91, 0.43], [-0.27, -0.38, 0.01], [0.75, 1.24, 1.27], [-0.03, -2.19, -0.59], [-0.90, 1.20, -0.40], [0.43, -0.92, -0.16], [0.33, 0.26, 1.21], [0.52, -0.20, -0.32], [-1.83, -0.13, 0.03], [-1.17, 1.85, 0.15], [2.48, 4.76, -0.85], [-1.71, 0.73, -0.71], [-0.88, -5.59, 1.57]], "nbo_charge": [-0.61, -0.47, -0.09, -0.73, -0.25, -0.14, 0.21, 0.22, 0.21, 0.22, 0.23, 0.14, 0.18, 0.47, 0.21, 0.19, 0.45, 0.47, -0.91], "relative_energy_kcal_mol": 127.0, "total_charge": 0, "smiles": "CC/C=C/CO.O", "e_homo_ev": -7.51, "gap_ha": 0.280}

***

# 6
{"formula": "C20H16NO8ReS2", "method": "ωB97M-V with the def2-TZVPD basis set", "elements": ["Re", "O", "C", "O", "C", "C", "C", "C", "C", "N", "C", "O", "O", "H", "H", "H", "O", "S", "C", "C", "C", "C", "C", "C", "C", "C", "C", "C", "C", "C", "H", "H", "H", "H", "H", "H", "H", "H", "H", "H", "C", "S", "O", "O", "O", "H", "H", "H"], "coordinates": [[0.0658, 1.5452, 0.2781], [-3.3417, 1.3292, 2.5200], [-2.5596, 1.3298, 1.6218], [-1.2310, 1.3947, 1.7455], [-2.9303, 1.2257, 0.1710], [-4.1967, 1.1533, -0.3722], [-4.3124, 1.0893, -1.7561], [-3.1724, 1.0991, -2.5579], [-1.9491, 1.1772, -1.9319], [-1.8506, 1.2346, -0.6065], [-0.5929, 1.2014, -2.5636], [-0.3606, 1.1211, -3.7244], [0.3486, 1.3348, -1.6038], [-5.0553, 1.1533, 0.2846], [-5.2908, 1.0345, -2.2136], [-3.2196, 1.0546, -3.6368], [1.0645, 0.5601, 1.6788], [1.4490, -0.9163, 1.9691], [-0.0474, -1.8463, 1.8694], [-0.4785, -2.4340, 3.0499], [-1.6654, -3.1555, 3.0452], [-2.3990, -3.2658, 1.8757], [-1.9516, -2.6740, 0.6959], [-0.7652, -1.9662, 0.6819], [2.3410, -1.5258, 0.5556], [2.7937, -0.6941, -0.4525], [3.5086, -1.2598, -1.5015], [3.7719, -2.6196, -1.5179], [3.3316, -3.4339, -0.4800], [2.6127, -2.8902, 0.5691], [0.0943, -2.3174, 3.9610], [-2.0159, -3.6201, 3.9561], [-3.3249, -3.8249, 1.8747], [-2.5229, -2.7868, -0.2159], [-0.3824, -1.5400, -0.2373], [2.6319, 0.3736, -0.4255], [3.8643, -0.6255, -2.3016], [4.3316, -3.0499, -2.3370], [3.5495, -4.4928, -0.4873], [2.2617, -3.5217, 1.3763], [2.9600, 4.5711, -0.7559], [1.4589, 4.0736, 0.0067], [0.3702, 4.1512, -0.9299], [1.3237, 4.6909, 1.2846], [1.7591, 2.5165, 0.2373], [2.8883, 5.6475, -0.8996], [3.0532, 4.0646, -1.7125], [3.7822, 4.3338, -0.0868]], "atomic_forces_ev_per_a": [[-0.77, 0.69, 0.46], [0.07, 0.00, -0.02], [-0.23, -0.02, -0.05], [0.44, 0.06, -0.23], [-0.01, 0.10, -0.01], [0.02, 0.01, 0.03], [0.03, 0.00, -0.04], [-0.06, 0.01, 0.02], [0.06, -0.07, 0.04], [-0.05, -0.24, 0.04], [0.13, 0.08, 0.14], [-0.02, -0.01, -0.10], [0.15, -0.36, -0.38], [0.00, 0.00, 0.01], [0.00, 0.00, 0.00], [0.01, 0.00, 0.00], [0.55, -0.27, -0.24], [-0.17, -0.02, 0.08], [0.05, -0.06, 0.03], [-0.09, 0.09, 0.02], [0.00, 0.03, 0.02], [0.00, 0.01, 0.00], [-0.02, 0.01, 0.00], [0.06, -0.06, -0.04], [-0.10, -0.03, 0.00], [0.06, 0.06, 0.04], [0.01, 0.00, -0.01], [0.00, 0.00, 0.00], [0.01, 0.01, 0.01], [-0.01, -0.02, -0.08], [0.01, -0.01, 0.00], [0.00, -0.01, 0.00], [0.00, -0.01, 0.00], [0.00, 0.00, -0.01], [0.02, -0.01, -0.01], [-0.03, 0.00, 0.02], [0.00, 0.00, -0.01], [0.00, 0.00, 0.00], [0.00, 0.00, 0.00], [-0.01, 0.00, 0.00], [-0.11, 0.07, -0.07], [0.71, 0.05, 0.48], [-0.36, -0.18, -0.15], [-0.01, 0.01, -0.11], [-0.33, 0.12, 0.09], [0.01, 0.01, -0.01], [0.01, -0.03, 0.00], [-0.01, -0.02, 0.03]], "nbo_charge": [1.77, -0.49, 0.75, -0.67, 0.12, -0.18, -0.11, -0.17, 0.11, -0.47, 0.76, -0.48, -0.66, 0.27, 0.25, 0.27, -0.86, 1.31, -0.22, -0.20, -0.19, -0.16, -0.20, -0.23, -0.20, -0.24, -0.17, -0.18, -0.18, -0.23, 0.24, 0.24, 0.24, 0.23, 0.23, 0.24, 0.23, 0.24, 0.24, 0.23, -0.89, 2.36, -0.95, -0.90, -0.89, 0.27, 0.26, 0.26], "relative_energy_kcal_mol": 33.3, "total_charge": 1, "e_homo_ev": [-12.33, -12.06], "spin_multiplicity": 2, "gap_ha": [0.277, 0.272]}